1.
37
Properties=species:S:1:pos:R:3 method="wB97M-V/def2-TZVPD" e_homo_ev="-14.79 / -15.63" spin_multiplicity=6 gap_ev="8.11 / 5.23" charge=+2 s_squared=8.8236 mol_weight_g_mol=487.34 lumo_ev="-6.7 / -10.4" e_above_lowest_kj_mol=134.4
C 1.856 -1.399 -2.675
C 1.055 3.191 -0.055
C -2.565 -2.392 3.478
H 0.665 3.139 -3.307
C -3.481 -0.547 -2.101
B 0.211 0.518 -2.516
H -1.665 -2.748 3.996
N 0.621 1.767 -1.704
C -2.857 -0.465 -0.836
N 1.673 0.598 2.800
C 1.219 -0.119 6.372
N 1.737 0.261 5.223
C -2.467 -0.229 -3.045
C 1.033 3.902 -1.241
H -3.229 -0.667 0.160
H -2.534 -0.186 -4.122
Ir 1.889 0.652 0.988
H 3.383 -2.886 -2.156
H -4.512 -0.788 -2.265
H 2.645 -2.234 0.394
H -2.944 -1.508 3.907
C 1.480 0.412 3.981
N -1.614 -0.091 -1.006
H 1.313 4.927 -1.346
C 2.634 -2.183 -1.848
H -3.301 -3.202 3.553
C 0.735 2.996 -2.246
C 2.379 -1.776 -0.548
H 1.132 3.526 0.967
H 1.806 -1.373 -3.748
N 1.768 -0.546 -0.615
H 0.361 0.684 -3.689
N 1.127 1.853 -0.380
N 1.195 -0.500 -1.917
N -1.334 0.057 -2.345
N 0.900 -0.431 7.467
H -2.316 -2.215 2.425

=====

2.
21
Properties=species:S:1:pos:R:3 method="wB97M-V/def2-TZVPD" e_homo_ev="-8.85 / -14.48" spin_multiplicity=3 gap_ev="5.44 / 8.70" charge=+1 s_squared=2.0163 mol_weight_g_mol=139.18 lumo_ev="-3.4 / -5.8" e_above_lowest_kj_mol=294.6
H -0.093 2.942 0.866
C -1.640 -0.778 -0.094
H -2.812 -2.291 -1.299
N -0.568 -1.077 0.603
C -1.555 0.603 -0.368
C -2.813 -1.626 -0.426
H 4.928 -0.541 0.260
C 2.977 -0.802 -0.650
C 0.258 2.428 -0.048
H -0.508 -1.802 1.361
N 0.287 0.017 0.656
H -3.095 -2.182 0.527
N 1.472 -0.149 1.257
H -0.124 2.813 -0.969
H 1.814 0.786 1.399
H -2.176 1.291 -0.958
H -3.611 -0.963 -0.698
C -0.315 1.033 0.120
H 2.126 -1.289 -1.120
N 4.143 -0.721 -0.456
H 1.303 2.307 0.038

=====

3.
68
Properties=species:S:1:pos:R:3 method="wB97M-V/def2-TZVPD" e_homo_ev="-10.05 / -11.15" spin_multiplicity=6 gap_ev="7.73 / 6.71" charge=+1 s_squared=8.8203 mol_weight_g_mol=875.87 lumo_ev="-2.3 / -4.4" e_above_lowest_kj_mol=108.1
H 5.736 3.291 -2.013
Br 2.685 -0.900 -2.458
N 0.958 -1.926 0.190
H -1.595 -3.722 5.779
C -0.754 -3.420 5.151
H -4.464 -0.488 -3.664
C 5.672 2.447 1.267
C 1.070 1.425 -2.434
C -5.662 2.506 -4.664
S 2.122 -3.995 1.162
C -5.585 1.130 -4.510
S -2.921 -1.300 -0.035
C 2.350 0.996 -2.394
C 1.415 -0.209 1.918
H -1.117 2.315 -2.776
C 1.192 -3.194 -0.052
N -0.049 0.640 -2.432
C 4.526 1.655 1.277
O -2.827 0.978 -1.060
C -1.253 -2.873 3.845
H 6.231 2.604 2.180
C 2.716 -0.971 3.809
C 2.024 0.038 3.132
H 3.347 -3.026 3.815
C -3.547 1.397 -3.244
H -2.625 -0.051 2.528
H 2.924 0.830 0.136
Ir 0.039 -1.434 -1.760
C -1.270 -3.667 2.699
O -2.663 3.557 -2.836
O -2.479 -2.110 -1.146
H 0.917 2.500 -2.466
H 0.867 0.562 1.386
H -0.188 -2.668 5.700
C -2.450 0.755 -2.445
H 4.194 1.193 2.197
O -2.063 0.109 -0.191
C 3.527 1.842 -2.306
C -3.643 2.778 -3.400
S 0.536 -3.771 -1.550
C 2.810 -2.249 3.287
C -2.225 -1.874 1.454
H -1.751 -3.789 0.603
H 3.187 -0.751 4.759
C 4.232 2.038 -1.101
N -1.164 1.301 -2.746
C -1.737 -1.565 3.766
C -4.694 3.331 -4.112
H 6.993 3.651 0.073
C 3.812 1.451 0.116
C 2.196 -2.502 2.065
C -1.750 -3.178 1.497
C 6.102 3.037 0.079
C 5.400 2.837 -1.088
H -2.873 4.488 -2.961
H -0.904 -4.686 2.749
H -1.726 -0.938 4.650
H -6.341 0.487 -4.939
C -4.529 0.586 -3.800
H 3.913 2.265 -3.227
O -4.297 -0.984 0.090
C 1.506 -1.491 1.384
H -0.122 -4.293 5.000
H -4.756 4.408 -4.233
C -2.236 -1.060 2.582
H -6.481 2.947 -5.218
H 1.964 1.027 3.570
H -2.423 -0.315 -2.639

=====

4.
20
Properties=species:S:1:pos:R:3 method="wB97M-V/def2-TZVPD" e_homo_ev=-9.36 gap_ev=9.44 mol_weight_g_mol=146.15 lumo_ev=0.1 e_above_lowest_kj_mol=117.1
C -0.539 -0.622 -0.550
H -1.566 1.322 -0.296
H 3.027 0.062 1.540
H -1.947 -2.522 -0.910
C -1.599 -0.784 -1.686
C 1.297 1.054 1.882
C -0.196 1.283 1.300
H 1.697 -0.457 0.490
H -0.859 0.911 2.064
C -0.587 0.828 -0.091
O 1.754 1.814 2.672
N 0.792 -0.936 -1.040
H 0.079 1.355 -0.867
H 0.772 -0.564 -2.040
H -0.508 2.324 1.345
H 0.993 -1.936 -1.027
N 2.059 0.124 1.279
O -2.188 -1.970 -1.685
O -1.615 -0.014 -2.627
H -0.864 -1.274 0.248

=====

5.
47
Properties=species:S:1:pos:R:3 method="wB97M-V/def2-TZVPD" e_homo_ev="-4.81 / -5.16" spin_multiplicity=6 gap_ev="7.32 / 5.93" charge=-1 s_squared=8.7799 mol_weight_g_mol=532.15 lumo_ev="2.5 / 0.8" e_above_lowest_kj_mol=29.4
F -1.447 -2.418 -1.707
H 0.128 6.217 -0.867
O 0.539 -1.913 2.951
C -3.240 -1.064 1.946
C -0.199 -1.332 2.162
F -3.579 -3.256 -1.927
S 1.326 -0.987 -2.180
C 2.518 -0.973 -0.965
N 2.678 -1.979 -0.112
H 5.246 0.171 0.022
C 0.190 4.142 -0.425
C -3.502 -1.507 0.525
H 0.855 4.258 0.420
H 2.801 -0.104 1.842
Fe -0.962 -0.533 -0.739
H -4.187 -0.709 2.372
B -2.206 -3.613 -1.969
C 4.196 0.369 0.268
O -2.292 -0.026 1.942
C -1.083 5.065 -2.243
H -2.172 3.676 -3.433
H 3.089 0.838 -1.488
F -1.884 -4.094 -3.207
N 3.354 0.078 -0.882
O -0.202 -1.498 0.900
F -1.957 -4.507 -0.954
S -1.691 1.154 -2.392
H 4.096 1.433 0.490
H 4.494 -0.403 2.257
C -0.244 2.827 -0.742
C -1.511 3.818 -2.589
H 1.879 -2.599 -0.051
H -1.405 5.927 -2.813
S 0.303 1.520 0.195
H 3.141 -2.499 1.825
H -2.916 -1.938 2.520
H -0.627 0.652 2.853
C -1.116 2.660 -1.864
H -1.465 -0.630 3.754
O -4.196 -2.623 0.427
H -4.146 -2.917 -0.519
C 3.584 -1.916 1.021
C 3.756 -0.469 1.456
C -0.216 5.228 -1.143
O -3.119 -0.881 -0.441
C -1.164 -0.293 2.757
H 4.551 -2.353 0.746

=====

6.
10
Properties=species:S:1:pos:R:3 method="wB97M-V/def2-TZVPD" e_homo_ev=-9.29 gap_ev=9.03 mol_weight_g_mol=84.08 lumo_ev=-0.3 e_above_lowest_kj_mol=421.9
O -1.294 0.235 0.275
C 0.839 -0.164 -1.110
H 1.024 -1.066 1.869
H -0.252 1.611 -1.479
N 1.437 -0.838 -0.311
H -0.324 0.737 2.006
H -0.998 0.043 -2.118
C -0.273 0.525 -1.468
C -0.469 -0.002 1.197
N 0.311 -1.080 1.139

=====

7.
82
Properties=species:S:1:pos:R:3 method="wB97M-V/def2-TZVPD" e_homo_ev="-8.86 / -8.96" spin_multiplicity=3 gap_ev="7.36 / 7.53" s_squared=2.0087 mol_weight_g_mol=1298.01 lumo_ev="-1.5 / -1.4" e_above_lowest_kj_mol=192.9
W -0.564 -0.542 -0.475
S -1.462 1.801 -2.774
O 0.905 -0.253 3.363
H 4.020 -2.798 -1.271
C 0.910 -5.466 -1.326
C 0.699 -5.422 -3.720
C 2.034 2.358 -2.349
C -3.079 2.443 0.669
H 1.008 -5.770 -4.697
C -0.680 -3.997 -2.364
O -0.241 -0.018 1.453
C 3.396 -2.382 -0.491
F -1.269 -0.785 -5.501
O -2.652 -6.079 3.368
C 1.590 -1.772 -2.206
O -4.315 -5.906 4.725
F -3.427 -0.569 -5.328
S 0.672 2.508 -1.109
H -6.508 -4.668 0.917
C -4.593 -5.080 0.045
H -2.086 -4.121 2.131
C -0.077 -4.498 -1.213
O -2.813 2.319 -2.797
H -2.692 -5.224 -0.932
C -1.651 2.485 2.454
C -2.666 2.191 3.351
C -2.908 -3.536 2.515
F 3.148 1.891 -1.779
H -4.547 -6.091 0.430
H -2.455 2.099 4.407
C -4.705 -2.488 -0.943
O 2.137 -2.254 -3.163
C 0.769 -0.438 2.185
O -1.191 -2.231 0.677
O -1.544 0.525 -1.738
I -6.026 1.770 0.652
N -3.563 -5.462 3.883
H 3.266 -1.591 2.820
O 4.973 -2.782 1.277
Te -2.051 -2.411 -2.330
C -3.772 -4.068 3.449
H 5.485 -3.148 0.545
F 2.293 3.541 -2.892
C -4.218 -1.507 2.567
C 1.752 -1.227 1.361
N -0.604 2.873 -1.843
H 2.077 -6.673 -2.661
H -0.630 2.612 2.794
C -3.599 -3.291 -1.210
C 3.794 -2.313 0.844
C -5.694 -4.280 0.318
O 1.147 3.448 -0.155
H -0.751 -4.058 -4.514
C -4.840 -3.356 3.968
C -3.145 -2.242 2.074
C -2.261 0.042 -5.219
H -5.886 -1.486 3.910
O 0.465 -1.096 -2.200
F 1.668 1.510 -3.314
C -3.545 -4.591 -0.722
H -5.481 -3.820 4.702
C 2.162 -1.875 -0.819
C -2.270 -1.655 1.054
C -5.752 -2.985 -0.181
H -4.384 -0.505 2.194
O -2.517 -0.556 0.487
C -4.149 2.124 1.497
C -0.294 -4.458 -3.617
H -4.748 -1.468 -1.311
N -1.852 2.615 1.146
C 2.961 -1.707 1.790
H -0.372 -4.134 -0.237
C -3.950 2.001 2.860
C -5.056 -2.060 3.521
N 1.356 -1.350 0.093
F -2.213 1.114 -5.977
H 1.374 -5.862 -0.431
H -4.772 1.769 3.525
H -6.607 -2.355 0.028
C 1.300 -5.923 -2.578
O 0.703 1.084 -0.609
H -3.211 2.552 -0.402

=====

8.
14
Properties=species:S:1:pos:R:3 method="wB97M-V/def2-TZVPD" e_homo_ev=-9.39 gap_ev=9.81 mol_weight_g_mol=105.09 lumo_ev=0.4 e_above_lowest_kj_mol=321.1
O 0.964 1.545 -1.872
H -0.556 0.158 -1.554
C 0.484 0.414 -1.214
H -1.195 1.327 0.890
H 1.664 1.359 -2.567
H 0.950 -0.527 -1.567
C -0.182 -1.072 0.730
H -0.095 2.187 -0.067
O -0.024 -2.049 0.032
C 0.434 0.289 0.476
H -2.120 -1.187 0.965
H 1.596 0.187 0.576
O -1.332 -1.014 1.514
N -0.218 1.549 0.856

=====

Please write out number 8 again, unchanged.
14
Properties=species:S:1:pos:R:3 method="wB97M-V/def2-TZVPD" e_homo_ev=-9.39 gap_ev=9.81 mol_weight_g_mol=105.09 lumo_ev=0.4 e_above_lowest_kj_mol=321.1
O 0.964 1.545 -1.872
H -0.556 0.158 -1.554
C 0.484 0.414 -1.214
H -1.195 1.327 0.890
H 1.664 1.359 -2.567
H 0.950 -0.527 -1.567
C -0.182 -1.072 0.730
H -0.095 2.187 -0.067
O -0.024 -2.049 0.032
C 0.434 0.289 0.476
H -2.120 -1.187 0.965
H 1.596 0.187 0.576
O -1.332 -1.014 1.514
N -0.218 1.549 0.856

=====

Repeat the fourth record exactly.
20
Properties=species:S:1:pos:R:3 method="wB97M-V/def2-TZVPD" e_homo_ev=-9.36 gap_ev=9.44 mol_weight_g_mol=146.15 lumo_ev=0.1 e_above_lowest_kj_mol=117.1
C -0.539 -0.622 -0.550
H -1.566 1.322 -0.296
H 3.027 0.062 1.540
H -1.947 -2.522 -0.910
C -1.599 -0.784 -1.686
C 1.297 1.054 1.882
C -0.196 1.283 1.300
H 1.697 -0.457 0.490
H -0.859 0.911 2.064
C -0.587 0.828 -0.091
O 1.754 1.814 2.672
N 0.792 -0.936 -1.040
H 0.079 1.355 -0.867
H 0.772 -0.564 -2.040
H -0.508 2.324 1.345
H 0.993 -1.936 -1.027
N 2.059 0.124 1.279
O -2.188 -1.970 -1.685
O -1.615 -0.014 -2.627
H -0.864 -1.274 0.248